(1)
A structure of composition C3H4Cl2, computed with ωB97M-V/def2-TZVPD.

Summary:
HOMO level in Eh: -0.321
LUMO level in eV: 0.7
DFT total energy in eV: -28217.9343
Orbital gap in Eh: 0.346
ΔE to the lowest compared entry with this formula, charge and spin in kJ/mol: 214.7

```
9
C3H4Cl2 | the Open Molecules 2025 dataset | ωB97M-V/def2-TZVPD
Cl 1.887 -1.429 0.022
Cl 1.877 1.425 0.005
C 0.894 -0.046 0.060
C -0.875 -0.030 -0.679
C -0.384 -0.016 0.761
H -0.726 0.995 1.032
H -0.895 -0.856 -1.400
H -0.931 0.843 -1.240
H -0.844 -0.886 1.439
```

Here are the natural (NBO) charges for atoms 1 to 4, given in e: atom 1 (Cl): 0.055, atom 2 (Cl): 0.003, atom 3 (C): -0.124, atom 4 (C): -0.354

---

(2)
A cluster of 2 separate species, C3H4Cl2 in total, computed with ωB97M-V/def2-TZVPD.

Summary:
SMILES string: ClC1=CC1.Cl
HOMO level in Eh: -0.349
LUMO level in eV: 0.7
DFT total energy in eV: -28217.6008
Orbital gap in Eh: 0.375
ΔE to the lowest compared entry with this formula, charge and spin in kJ/mol: 246.9

```
9
C3H4Cl2 | the Open Molecules 2025 dataset | ωB97M-V/def2-TZVPD
Cl -0.108 1.518 -2.364
Cl 2.482 -0.896 -0.367
C -0.280 1.003 -0.811
C -0.214 1.164 0.450
C -0.794 -0.224 0.039
H -0.022 1.667 1.301
H 2.331 -0.007 0.601
H -1.917 -0.289 0.005
H -0.229 -1.195 0.269
```

Here are the natural (NBO) charges for atoms 1 to 4, given in e: atom 1 (Cl): 0.109, atom 2 (Cl): -0.276, atom 3 (C): -0.051, atom 4 (C): -0.230